Formula: C3H11NO
Source: the OMol25 dataset
Level of theory: ωB97M-V with the def2-TZVPD basis set

Its charge is +1. The maximum force is 0.03418 Eh/bohr. The expectation value of S² is 0.754. The calculation puts the lowest unoccupied orbital energy (alpha / beta) at -3.220 / -7.422 eV. Its HOMO energy (alpha / beta) is -14.77 / -14.78 eV. For the total energy, the calculation gives -250.57186 hartree. For the energy relative to the best compared isomer or geometry (same formula, charge and spin), the calculation gives 44.0 kJ/mol. As for the spin multiplicity: 2.

Element x y z (Å)
C -0.4513 -0.1264 1.1472
N 0.7746 -0.1456 0.4069
C 1.7331 0.9268 0.6387
C 1.2722 -1.4236 -0.0398
H -1.1840 0.4625 0.5827
H -0.3288 0.3912 2.1011
H -0.8888 -1.1100 1.3288
H 2.7099 0.6144 0.2964
H 1.3859 1.7924 0.0652
H 1.7721 1.1443 1.6983
H 2.0562 -1.2713 -0.7871
H 0.4785 -2.0029 -0.4917
H 1.6554 -1.9894 0.8040
H -2.1459 0.0850 -1.6340
H -3.6737 0.2888 -1.7525
O -2.8184 0.7349 -1.8610

Here is what Mulliken gives for the atomic charges, in e: number 1, C, carries -0.801; number 2, N, carries 0.285; number 3, C, carries -0.817; number 4, C, carries -0.923; number 5, H, carries 0.309; number 6, H, carries 0.314; number 7, H, carries 0.386; number 8, H, carries 0.386; number 9, H, carries 0.337; number 10, H, carries 0.336; number 11, H, carries 0.388; number 12, H, carries 0.394; number 13, H, carries 0.402; number 14, H, carries 0.291; number 15, H, carries 0.345; number 16, O, carries -0.630

---

Formula: C5H11N3O
Source: the OMol25 dataset
Level of theory: ωB97M-V with the def2-TZVPD basis set

The maximum force is 0.13689 Eh/bohr. The calculation puts the lowest unoccupied orbital energy at 0.195 eV. Its HOMO energy is -8.32 eV. For the total energy, the calculation gives -436.24385 hartree. For the energy relative to the best compared isomer or geometry (same formula, charge and spin), the calculation gives 1058.5 kJ/mol.

Element x y z (Å)
C -0.2166 -1.6539 2.3346
C -0.2011 -1.4772 0.7726
C 1.1218 -0.6462 0.2518
C -0.8748 -0.1667 0.2560
C 0.3991 1.9681 -2.3950
H -0.2013 -0.5668 2.9963
H -1.1188 -2.4984 2.3217
H 0.9553 -2.0041 2.5840
H -1.8966 -2.3410 -0.1019
H 2.1161 -1.1685 0.0260
H 1.2643 0.3919 0.8832
H -2.2036 -0.0690 0.2328
H -0.7384 0.5791 1.1455
H 0.0313 2.3034 -0.3713
H 0.7522 1.3686 -3.5372
H 0.4101 3.8060 -3.1917
N 0.2239 0.0106 -0.8321
N 0.2344 1.3146 -1.2031
N 0.6145 3.4324 -2.2165
O -0.6718 -2.5828 0.0443

Here is what Mulliken gives for the atomic charges, in e: number 1, C, carries -1.033; number 2, C, carries 0.726; number 3, C, carries -0.519; number 4, C, carries -0.659; number 5, C, carries 0.001; number 6, H, carries 0.246; number 7, H, carries 0.277; number 8, H, carries 0.250; number 9, H, carries 0.434; number 10, H, carries 0.320; number 11, H, carries 0.293; number 12, H, carries 0.293; number 13, H, carries 0.231; number 14, H, carries 0.357; number 15, H, carries 0.256; number 16, H, carries 0.201; number 17, N, carries -0.186; number 18, N, carries -0.258; number 19, N, carries -0.623; number 20, O, carries -0.608

---

Formula: C19H56N2O9
Source: the OMol25 dataset
Level of theory: ωB97M-V with the def2-TZVPD basis set

The maximum force is 0.19602 Eh/bohr. As for the structure (SMILES): NC(N)=O.CC(C)O.CC(C)O.CC(C)O.CC(C)O.CC(C)O.CO.CO.CO. The calculation puts the lowest unoccupied orbital energy at 0.248 eV. Its HOMO energy is -8.52 eV. For the total energy, the calculation gives -1543.90142 hartree. For the energy relative to the best compared isomer or geometry (same formula, charge and spin), the calculation gives 620.0 kJ/mol.

Element x y z (Å)
N 1.8365 -2.4306 0.7748
C 1.9625 -3.5086 1.4318
N 1.3965 -3.5696 2.5818
O 2.7325 -4.5786 0.9678
H 2.2905 -2.3246 -0.1682
H 1.3835 -1.5866 1.0908
H 1.4165 -4.4636 3.0648
H 1.0375 -2.7436 3.1028
C -0.4995 -3.3696 -1.3352
C -0.5885 -4.7436 -1.8832
C 0.7005 -5.5336 -1.5342
O -1.6235 -5.3796 -1.4752
H -0.4615 -3.4296 -0.2382
H -1.4465 -2.8756 -1.6332
H 0.3835 -2.8196 -1.6432
H -0.6835 -4.7556 -2.9762
H 0.9515 -5.5466 -0.4462
H 1.5345 -5.0826 -2.0322
H 0.6385 -6.5786 -1.8692
H -2.3925 -4.9766 -1.9642
C 1.5945 6.2654 -0.5682
C 1.6155 4.7754 -0.7382
C 2.3575 4.0814 0.4918
O 0.4845 4.2524 -0.8952
H 0.9105 6.7594 -1.2622
H 2.5875 6.7784 -0.6132
H 1.2025 6.5324 0.4058
H 2.2435 4.5414 -1.5952
H 1.9355 4.4814 1.4378
H 3.4075 4.3524 0.5328
H 2.2275 2.9394 0.4388
H 0.1615 4.4384 -1.7622
C -1.8745 1.4574 -0.4722
C -2.2165 2.0954 0.8508
C -0.9395 2.2844 1.6648
O -2.7505 3.2244 0.7588
H -1.4095 2.1824 -1.0942
H -2.7765 1.0594 -0.9762
H -1.1695 0.6684 -0.3822
H -2.9125 1.5254 1.4128
H -0.1255 2.8194 1.1628
H -0.7195 1.2864 1.9878
H -1.1195 2.7114 2.6098
H -2.6765 3.6124 -0.1142
C -1.1675 -0.3086 -3.0062
C -2.3465 -0.5826 -3.9342
C -2.0335 -0.1306 -5.4102
O -2.8395 -1.7386 -3.8312
H -0.2605 -0.7456 -3.3922
H -1.4205 -0.7526 -2.0242
H -1.0855 0.7834 -2.9872
H -3.1145 0.0454 -3.5812
H -2.9095 -0.0716 -5.9422
H -1.2455 -0.7126 -5.9512
H -1.6765 0.8824 -5.3942
H -3.5895 -1.8046 -4.3972
C -1.4985 -1.4776 1.3848
C -3.0585 -1.4106 1.2528
C -3.7555 -2.7286 0.8208
O -3.6535 -0.9626 2.2638
H -1.1245 -0.7816 2.1308
H -1.0505 -1.3516 0.3938
H -1.2335 -2.4436 1.8138
H -3.3375 -0.7606 0.3988
H -4.8345 -2.5736 0.6818
H -3.6465 -3.4766 1.5038
H -3.2685 -3.2286 -0.0142
H -4.0965 -1.7086 2.6748
C 5.0615 0.7274 2.0428
O 3.6555 0.9484 2.1668
H 5.6495 1.6254 2.2028
H 5.2855 0.3214 1.0458
H 5.3725 0.0004 2.8298
H 3.4005 0.7164 3.0788
C 1.3785 2.4634 3.7588
O 2.1955 2.4244 4.8758
H 0.8615 1.4544 3.6388
H 1.9895 2.7984 2.9568
H 0.7555 3.2734 3.9848
H 2.7615 3.2414 4.9988
C 1.4675 0.4464 -0.3872
O 1.2155 0.2464 1.0118
H 2.5305 0.5144 -0.6822
H 1.2605 1.5134 -0.5202
H 0.9105 -0.1456 -1.1392
H 1.8905 0.6464 1.5828

Here is what Mulliken gives for the atomic charges, in e: number 1, N, carries 0.416; number 2, C, carries 0.377; number 3, N, carries -0.243; number 4, O, carries -0.781; number 5, H, carries 0.201; number 6, H, carries -0.085; number 7, H, carries 0.235; number 8, H, carries 0.185; number 9, C, carries 0.339; number 10, C, carries -0.037; number 11, C, carries -1.384; number 12, O, carries -0.590; number 13, H, carries -0.109; number 14, H, carries -0.257; number 15, H, carries 0.346; number 16, H, carries 0.354; number 17, H, carries 0.205; number 18, H, carries 0.359; number 19, H, carries 0.394; number 20, H, carries 0.389; number 21, C, carries -1.508; number 22, C, carries 0.344; number 23, C, carries -1.176; number 24, O, carries -0.327; number 25, H, carries 0.396; number 26, H, carries 0.356; number 27, H, carries 0.350; number 28, H, carries 0.271; number 29, H, carries 0.303; number 30, H, carries 0.553; number 31, H, carries 0.026; number 32, H, carries 0.341; number 33, C, carries -0.664; number 34, C, carries 0.214; number 35, C, carries -0.466; number 36, O, carries -0.615; number 37, H, carries 0.636; number 38, H, carries 0.267; number 39, H, carries -0.617; number 40, H, carries 0.122; number 41, H, carries -0.036; number 42, H, carries -0.219; number 43, H, carries 0.710; number 44, H, carries 0.453; number 45, C, carries -0.194; number 46, C, carries 0.178; number 47, C, carries -1.644; number 48, O, carries -0.455; number 49, H, carries 0.608; number 50, H, carries -0.567; number 51, H, carries 0.286; number 52, H, carries 0.247; number 53, H, carries 0.555; number 54, H, carries 0.310; number 55, H, carries 0.374; number 56, H, carries 0.382; number 57, C, carries -0.168; number 58, C, carries 0.575; number 59, C, carries -1.906; number 60, O, carries -0.480; number 61, H, carries 0.198; number 62, H, carries -0.494; number 63, H, carries 0.644; number 64, H, carries -0.256; number 65, H, carries 0.486; number 66, H, carries 0.670; number 67, H, carries 0.249; number 68, H, carries 0.455; number 69, C, carries -0.858; number 70, O, carries -0.364; number 71, H, carries 0.270; number 72, H, carries 0.276; number 73, H, carries 0.304; number 74, H, carries 0.239; number 75, C, carries -0.365; number 76, O, carries -0.612; number 77, H, carries 0.100; number 78, H, carries 0.083; number 79, H, carries 0.410; number 80, H, carries 0.345; number 81, C, carries -0.341; number 82, O, carries 0.176; number 83, H, carries 0.353; number 84, H, carries -0.128; number 85, H, carries 0.139; number 86, H, carries -0.108